34
Properties=species:S:1:pos:R:3:forces:R:3 method="wB97M-V/def2-TZVPD" fmax_ev_per_a=3.047 lumo_energy_ev=0.40 orbital_gap_ev=7.115 charge=0 e_homo_ev=-6.71 smiles="CN1N=C[C@@]2(C)NC(c3ccccc3)=CN(Cl)C=C12"
Cl 4.082267 0.604581 0.494652 -1.99 -0.26 -0.41
N -0.974503 2.680616 -2.435495 -1.01 -0.39 1.97
C -1.480627 2.198672 -1.327221 0.42 -0.20 -1.28
C 1.578498 -0.516507 0.620944 -1.91 -0.94 0.67
C 1.970538 1.222205 -1.070228 -1.53 1.31 -0.11
C 0.185328 -0.703013 0.584219 2.23 1.11 -0.79
C 0.714678 1.745438 -1.265194 2.82 -0.80 0.85
C -1.623617 -4.247232 2.144524 -0.73 -0.22 0.21
C -2.223260 -3.023056 2.372390 0.13 0.51 -0.17
C -0.451079 -4.315398 1.422848 0.23 -1.11 -0.27
C -1.622995 -1.879482 1.844636 0.17 -0.05 0.20
C 0.151368 -3.198463 0.901791 0.12 0.77 0.38
C -0.425551 -1.931113 1.134439 0.55 -0.89 -0.22
N 2.338753 0.556561 0.115926 0.48 -0.03 -0.14
N 0.356937 2.523755 -2.355520 1.36 0.32 -0.65
N -0.749681 0.143809 -0.028177 -0.49 0.25 -0.34
C 1.263197 2.972111 -3.431188 -1.30 -1.32 0.29
C -0.419694 2.338018 0.964346 0.23 0.69 0.36
C -0.482700 1.571102 -0.364150 -0.17 -0.63 -0.16
H -2.528459 2.178097 -1.173813 -0.82 0.20 0.07
H 2.136264 -1.246196 1.208716 -0.11 0.32 -0.15
H 2.734008 1.446777 -1.792703 0.38 -0.16 -0.05
H -2.115909 -5.153060 2.485553 0.19 0.06 0.06
H -3.142477 -2.937422 2.952433 0.23 -0.05 -0.19
H -0.021151 -5.298351 1.209582 -0.06 0.32 0.15
H -2.027817 -0.902114 2.024344 -0.35 0.26 0.10
H 1.092180 -3.325407 0.376636 -0.18 0.30 -0.18
H -1.589090 -0.313384 -0.397452 0.75 0.52 0.15
H 0.735106 3.677457 -4.066595 -0.05 -0.12 0.04
H 1.584827 2.091113 -3.990810 -0.12 0.01 -0.37
H 2.165122 3.406573 -3.068142 0.51 0.59 0.74
H 0.248199 1.852762 1.701454 -0.29 0.07 -0.51
H -1.426627 2.425727 1.421446 0.50 -0.15 -0.36
H -0.032033 3.354827 0.785809 -0.18 -0.29 0.12

61
Properties=species:S:1:pos:R:3:forces:R:3 method="wB97M-V/def2-TZVPD" fmax_ev_per_a=5.648 relative_energy_ev=0.0000 lumo_energy_ev=-0.72 orbital_gap_ev=10.105 charge=0 e_homo_ev=-10.83
Zn 2.180906 -0.320205 -0.083391 -0.08 -0.86 -0.19
C 2.149196 -1.886316 -3.875600 0.50 -0.04 -0.20
F 2.674038 -2.776017 -4.756056 -1.46 0.76 1.13
F 2.489839 -0.675465 -4.275402 -0.66 0.10 -0.20
F 0.808110 -1.914415 -3.738479 1.49 -0.68 -0.37
S 2.986300 -2.203879 -2.169590 0.24 -1.22 1.40
O 2.002479 -2.471015 -1.147457 -0.85 -0.21 -0.06
O 4.008706 -3.237399 -2.362182 -1.66 2.48 0.14
N 3.380021 -0.586468 -1.598967 2.14 -2.83 -4.40
S 4.818610 -0.453756 -2.407588 3.43 1.63 -1.60
O 5.897246 -0.813622 -1.509399 -0.90 0.29 -0.69
O 4.938396 -0.942699 -3.834232 -1.13 1.22 4.13
C 5.027621 1.470347 -2.591465 -0.60 -0.87 -0.80
F 6.067224 1.704180 -3.387809 -0.11 -0.11 0.79
F 3.950755 2.022708 -3.248885 0.73 -0.34 1.35
F 5.224681 2.005202 -1.369075 -0.49 -0.04 -1.20
C -2.342434 0.264643 0.465553 0.71 0.61 1.17
F -2.628924 0.724133 -0.730292 -0.20 -0.32 -0.50
F -1.928081 1.307109 1.199041 0.00 -0.02 -0.05
F -3.440587 -0.228065 1.047264 0.92 -0.22 -0.62
S -0.850255 -0.987250 0.308934 -0.65 -4.19 -3.48
O -1.329708 -2.258399 0.889458 0.98 2.97 -0.23
O -0.523553 -1.139140 -1.108121 -0.60 1.39 1.71
N 0.556959 -0.326715 1.020508 -3.74 -0.49 -0.12
S 0.204576 -0.649323 2.562566 2.65 -0.83 4.41
O -1.145089 -0.604543 3.046897 0.21 0.84 -1.22
O 0.971427 -1.802263 2.997899 -0.25 1.19 -0.46
C 1.050153 0.875040 3.378367 0.29 0.03 -0.50
F 0.488075 1.200558 4.498434 -0.84 -0.36 1.18
F 2.330052 0.564593 3.636982 -0.06 0.12 -0.51
F 0.998389 2.000688 2.630150 0.30 -0.66 -0.55
C 0.713420 3.094591 -3.326352 0.81 -0.28 0.16
C 0.994771 1.953489 -2.389718 -0.16 -2.42 1.09
N 1.133680 1.014606 -1.685113 -0.16 3.78 -1.93
H -0.060448 2.916671 -4.073070 -0.53 -0.34 0.72
H 1.551458 3.315635 -3.987356 0.56 -0.35 0.42
H 0.566407 4.007265 -2.748853 -0.38 -0.18 0.01
C -1.919835 4.161925 3.274637 -1.49 0.34 0.81
C -2.136672 3.766519 4.693445 0.31 -0.55 2.35
N -2.277482 3.473773 5.823110 0.31 0.80 -3.18
H -2.521974 5.056672 3.116676 0.20 0.40 0.19
H -2.484240 3.464974 2.655112 0.82 -0.43 -0.22
H -0.891629 4.405558 3.007169 -0.13 -0.58 0.06
C -6.128591 -2.263696 1.607298 0.22 1.21 -0.25
C -5.343887 -2.510149 2.822463 -0.21 -0.90 0.68
N -4.821595 -2.773807 3.819545 -0.35 0.41 -1.01
H -6.836274 -1.457120 1.798899 -0.23 -0.14 0.31
H -6.678998 -3.093391 1.163724 0.36 -0.22 0.43
H -5.483935 -1.804183 0.858058 0.21 -0.38 -0.14
C -5.500108 0.146873 -2.404011 0.32 1.55 -1.68
C -4.549819 0.741959 -3.451074 1.34 0.09 -0.42
N -3.833372 1.255594 -4.226014 -1.93 -1.33 2.01
H -5.583594 -0.938578 -2.349909 0.53 0.19 -0.19
H -6.437740 0.543393 -2.793519 -0.41 -0.24 0.37
H -5.328463 0.625495 -1.439872 0.19 -0.24 -0.08
C 3.821757 -3.105238 3.142313 0.88 -1.55 1.06
C 3.765414 -2.156282 2.082336 -0.98 1.15 -1.37
N 3.626865 -1.423567 1.199615 -0.13 -0.28 1.14
H 3.317492 -4.047515 2.927986 -0.46 0.32 -0.48
H 3.463570 -2.787240 4.121436 -0.12 0.55 -0.35
H 4.848693 -3.446475 3.272975 0.27 0.31 0.03

38
Properties=species:S:1:pos:R:3:forces:R:3 method="wB97M-V/def2-TZVPD" fmax_ev_per_a=6.146 relative_energy_ev=2.1863 lumo_energy_ev=-0.10 orbital_gap_ev=9.520 charge=0 e_homo_ev=-9.62 smiles="CC(C)COc1ccc(S(=O)(=O)n2cc(F)c(=O)[nH]c2=O)cc1"
O -3.571014 0.048064 -4.484500 -1.52 0.72 -1.58
O -2.094616 -2.130566 -1.247413 0.97 -3.00 5.28
O 1.753997 -2.826745 -3.163909 -2.04 1.08 2.22
O 0.244887 -4.322525 -1.915346 0.33 4.59 0.43
F -1.146977 0.261670 -5.622182 -0.42 -0.16 0.29
O 1.909494 0.350427 2.794150 -0.75 0.68 0.45
C -2.742279 -0.749710 -4.145878 -1.55 2.41 1.02
C -1.913942 -2.119510 -2.400958 -1.34 3.69 -0.52
C -1.390520 -0.585135 -4.622270 3.60 -2.52 0.83
C -0.335600 -1.275173 -4.049407 -2.14 1.67 -1.33
C 0.576955 -1.342333 1.687469 1.18 0.01 -1.85
C 2.212914 -0.014258 0.418801 -2.18 -1.39 1.77
C 0.322214 -2.056840 0.477121 -1.74 -1.73 2.63
C 1.882298 -0.767078 -0.688647 2.44 1.13 -2.79
C 1.524344 -0.309882 1.642286 0.38 -0.16 -0.18
C 1.006260 -1.826202 -0.679347 -1.17 -0.64 -0.73
N -2.983939 -1.435358 -2.986570 1.14 -2.04 -2.57
N -0.646147 -2.172466 -2.995061 -0.03 0.31 -1.24
C -1.119454 2.575642 2.693290 2.03 2.16 1.73
C 1.206379 3.530439 3.014049 1.10 0.82 -0.80
C 0.819439 1.113442 3.448478 -1.42 -0.57 -0.88
C 0.419802 2.340763 2.556117 -1.77 -1.22 3.67
S 0.637708 -2.891296 -2.185308 2.61 -4.41 -0.83
H 0.698383 -1.058609 -4.374938 -0.71 -0.68 0.55
H 0.257872 -1.717293 2.644750 -0.56 0.12 0.00
H 2.952092 0.734705 0.466399 0.70 0.77 -0.38
H -0.437526 -2.892633 0.575077 1.14 1.04 -0.44
H 2.425536 -0.515202 -1.658051 -0.72 -0.48 1.32
H -3.898369 -1.367138 -2.465373 1.75 -0.01 -0.93
H -1.444466 3.463072 2.156397 0.14 0.31 0.13
H -1.730032 1.828536 2.375765 -1.34 -2.63 -1.26
H -1.379894 2.677184 3.772014 0.24 0.32 -0.57
H 2.293518 3.346085 3.015265 -0.29 -0.37 0.17
H 1.129062 4.268218 2.196707 -0.33 0.46 0.86
H 0.952514 3.885503 4.039361 -0.17 -0.01 -0.96
H -0.046063 0.425683 3.654984 0.65 0.40 -0.67
H 1.019295 1.497024 4.450541 1.19 -0.37 -0.14
H 0.635878 2.029495 1.606136 0.63 -0.29 -2.70

37
Properties=species:S:1:pos:R:3:forces:R:3 method="wB97M-V/def2-TZVPD" fmax_ev_per_a=5.406 relative_energy_ev=1.3782 multiplicity=5 lumo_energy_ev="0.46 / -2.62" orbital_gap_ev="5.209 / 6.353" s2=6.05 charge=0 e_homo_ev="-4.75 / -8.97"
C -2.587007 -0.514390 -0.084046 -0.21 -0.15 -0.39
C -2.015894 0.128747 1.155605 -3.37 -1.09 1.99
N -0.723095 0.572244 1.042200 -0.39 0.25 -1.21
C -0.541043 1.915731 1.051380 1.62 3.95 2.53
C -0.857654 2.708313 -0.192445 -0.40 -0.09 -0.61
O -0.076613 2.551055 2.029658 -1.07 -2.10 -2.14
O -2.703638 0.158127 2.197627 2.26 0.24 -2.02
H -2.615200 0.192028 -0.924770 0.14 -0.20 0.16
H -2.000363 -1.390589 -0.384660 0.08 0.27 0.05
H -3.610557 -0.846910 0.122007 0.29 0.20 0.09
H -1.546770 2.199453 -0.878237 0.22 0.10 0.13
H -1.285908 3.674479 0.101142 0.10 -0.36 0.10
H 0.069921 2.928764 -0.730572 -0.06 -0.20 0.11
C -1.917535 -0.188249 6.117430 0.98 -0.03 0.15
O -0.490936 -0.440278 6.336395 -0.86 0.03 1.00
C 0.333306 -0.797338 5.342562 -2.06 0.22 -1.32
C -0.048486 -1.304679 4.046988 -0.72 0.26 1.29
C 0.523314 -0.429524 2.964953 -0.16 0.24 -1.10
C 1.973576 -0.275662 3.064722 -0.38 0.28 -2.30
C 2.521628 -0.557604 4.314369 1.76 0.30 4.23
C 1.739978 -0.777886 5.495845 1.30 2.01 -0.94
Fe 1.472166 -2.556580 4.422647 0.75 -0.29 -1.67
C 1.170225 -3.324865 2.854431 -0.29 -0.77 -2.68
O 0.951838 -3.818224 1.824826 0.30 0.84 2.06
C 0.547565 -3.741220 5.245060 -2.84 -3.92 2.41
O -0.087985 -4.627032 5.663196 1.23 1.85 -0.81
C 3.012856 -3.402039 4.596400 2.41 -2.81 0.22
O 3.868853 -4.182566 4.658293 -1.19 1.70 -0.06
H -2.477834 -0.930393 6.698820 0.11 0.17 -0.25
H -2.088197 0.813738 6.525005 -0.10 -0.24 -0.09
H -2.208172 -0.206897 5.060791 0.22 -0.07 0.22
H -1.071788 -1.651663 3.880232 0.21 0.30 0.11
H 0.218928 -0.767762 1.963065 0.57 -0.30 0.56
H 0.098327 0.592247 3.087052 -0.11 -0.41 0.10
H 2.579965 -0.221407 2.149360 -0.20 0.12 0.67
H 3.604656 -0.506429 4.484215 -0.46 -0.13 -0.26
H 2.154990 -0.757914 6.503436 0.29 -0.18 -0.32

49
Properties=species:S:1:pos:R:3:forces:R:3 method="wB97M-V/def2-TZVPD" fmax_ev_per_a=2.155 relative_energy_ev=2.5188 multiplicity=2 lumo_energy_ev="1.10 / 0.69" orbital_gap_ev="5.516 / 5.083" s2=0.76 charge=-1 e_homo_ev="-4.42 / -4.39"
Ir 0.044861 1.984383 0.603627 -0.63 -0.27 2.04
Se 1.622674 6.941168 -0.669645 0.33 -0.78 -0.19
Sb 2.197380 5.082302 0.816047 -0.42 -0.13 1.01
Se -0.257874 4.188223 1.181416 -0.49 1.16 0.01
Se 2.331802 2.195208 1.003436 1.24 1.62 -0.48
Se 2.776843 6.084392 2.933353 0.21 -0.44 -0.24
N -0.347825 -4.189397 5.224209 0.06 -0.02 -0.03
C -0.067669 -3.559697 4.016122 0.09 -0.11 -0.03
C -0.854976 -3.807432 2.891446 -0.08 -0.05 -0.02
C -0.552288 -3.220223 1.680709 0.14 -0.02 -0.07
C 0.562125 -2.396429 1.582555 -0.24 0.05 0.06
C 1.364238 -2.143749 2.690351 -0.06 -0.07 -0.06
C 1.052420 -2.731648 3.899058 -0.05 0.02 0.06
S 0.815721 -1.421771 0.157200 0.31 0.46 -0.42
O 0.443901 -2.115246 -1.051996 -0.29 -0.24 0.13
O 2.165277 -0.924669 0.195822 0.09 0.06 0.21
N -0.140634 -0.121010 0.395319 -0.54 0.10 -0.56
C -1.450924 -0.049643 0.046374 -0.28 -0.78 -0.40
N -2.195661 -1.088279 -0.338985 -0.04 0.06 0.05
C -3.429916 -0.809372 -0.727614 0.07 0.02 -0.01
C -3.958070 0.475349 -0.754419 -0.06 -0.07 0.08
C -3.140512 1.484514 -0.289747 0.16 0.33 0.18
N -1.902381 1.237169 0.109902 0.36 -0.71 -0.18
H -1.297748 -4.493857 5.354014 -0.03 0.07 0.00
H 0.047618 -3.755237 6.041067 -0.05 0.03 0.02
H -1.736057 -4.433137 2.980112 0.05 -0.02 0.01
H -1.172036 -3.379964 0.808358 -0.05 0.05 0.04
H 2.219841 -1.490813 2.583141 -0.04 0.06 0.06
H 1.656893 -2.527125 4.775206 0.04 -0.03 -0.03
H -4.031052 -1.658685 -1.037820 0.00 0.01 -0.01
H -4.960276 0.679786 -1.098585 -0.01 -0.03 0.05
H -3.467476 2.514835 -0.215317 0.02 0.02 -0.09
C 2.111262 -0.296952 -4.942730 0.09 0.14 0.06
C 1.606106 1.058470 -4.612751 -0.06 -0.09 0.33
N 1.431547 2.045840 -5.423137 -0.04 0.12 -0.17
N 0.911626 3.044140 -4.635164 0.16 -0.13 -0.07
C 0.751469 2.692281 -3.348631 -0.26 -0.08 0.19
S 0.099257 3.587973 -2.099975 0.06 -0.44 0.23
N 1.212764 1.403558 -3.332937 0.15 0.10 -0.15
N 1.247360 0.645032 -2.182417 0.06 -0.39 -0.01
H 2.214996 -0.395531 -6.019661 -0.01 0.01 0.00
H 1.426955 -1.056322 -4.563831 0.00 -0.04 -0.06
H 3.080628 -0.461653 -4.469402 -0.01 -0.03 -0.01
H 0.739918 3.954827 -5.020023 -0.05 0.02 0.05
H 0.905155 -0.296337 -2.347491 -0.16 0.02 -0.02
H 2.181627 0.580044 -1.788243 0.00 0.23 0.09
Se -0.385280 1.524412 3.214033 0.50 0.34 -1.87
C -1.566855 0.147910 2.965372 -0.12 -0.16 0.12
N -2.306754 -0.727637 2.822270 -0.10 0.05 0.12

39
Properties=species:S:1:pos:R:3:forces:R:3 method="wB97M-V/def2-TZVPD" fmax_ev_per_a=0.514 relative_energy_ev=1.2451 lumo_energy_ev=4.50 orbital_gap_ev=6.787 charge=-2 e_homo_ev=-2.29
Pt 0.439255 -0.538955 0.832476 -0.14 -0.07 0.03
O -2.975196 1.124089 4.442351 0.02 -0.07 0.06
C -2.584263 2.061047 3.718052 -0.04 0.02 -0.13
O -2.011531 3.126127 4.024049 -0.01 0.06 0.07
C -2.900594 1.898798 2.223246 -0.18 0.12 0.05
C -3.777930 2.811771 1.638629 0.03 0.05 0.00
C -4.160519 2.705523 0.311412 0.04 -0.04 0.03
C -3.653422 1.667463 -0.463465 -0.02 0.04 -0.01
C -2.779010 0.753399 0.099733 0.10 -0.14 -0.20
C -2.396169 0.864017 1.435272 0.03 -0.10 0.11
S -1.315154 -0.321654 2.215233 0.01 0.01 -0.06
H -4.139009 3.627654 2.255191 0.00 -0.01 -0.02
H -4.842158 3.430305 -0.120761 0.00 0.00 0.00
H -3.930933 1.570958 -1.506912 0.00 -0.01 0.00
H -2.362440 -0.043329 -0.510985 -0.10 0.21 0.12
N -1.771484 -2.859497 0.156744 0.07 0.03 -0.23
C -1.207094 -2.317167 -0.952314 -0.24 -0.12 0.44
O -0.489989 -1.277072 -0.864279 0.19 0.00 -0.03
C -1.444109 -2.933469 -2.208538 -0.07 -0.18 -0.05
C -0.810867 -2.465753 -3.380694 -0.05 0.09 -0.01
N -0.313590 -2.091256 -4.354360 0.03 -0.04 -0.03
C -2.291443 -4.061458 -2.289959 0.17 0.10 -0.20
N -2.977789 -4.991526 -2.353490 -0.07 -0.02 0.09
H -2.470883 -3.571818 0.035193 0.00 0.00 0.01
H -1.797684 -2.286286 0.996828 0.06 0.05 -0.03
C 0.996295 2.897760 2.352066 -0.06 0.07 -0.02
Si 1.679054 1.367020 3.177575 -0.06 0.04 0.13
C 0.812042 1.078883 4.809196 0.04 0.01 0.00
C 3.505498 1.685119 3.574950 -0.01 -0.02 -0.02
O 1.682335 0.059182 2.205292 0.16 -0.07 -0.11
H 1.231222 3.788062 2.945814 -0.03 -0.02 -0.02
H -0.094143 2.853195 2.269107 0.10 0.00 0.02
H 1.428745 3.020265 1.354991 0.00 0.01 -0.02
H 0.994878 1.914324 5.491729 -0.01 0.02 0.00
H 1.188941 0.165709 5.279207 -0.01 -0.03 0.01
H -0.267763 0.988598 4.678316 0.04 0.01 0.05
H 3.624809 2.532456 4.256844 -0.01 0.00 0.00
H 4.067062 1.898644 2.661680 0.02 0.00 -0.01
H 3.950597 0.803981 4.046249 0.00 0.01 -0.01